The following is a DFT calculation (wB97M-V/def2-TZVPD) of CH2ClNOP2 in the gas phase in a non-equilibrium geometry.

Each atom is followed by the atoms it is bonded to, with distances in Å.
Geometry (Å):
1 C 1.33 0.17 0.02  O3 1.183, P5 1.845, Cl6 1.762
2 N -1.47 -0.36 0.11  P4 1.566, P5 2.150
3 O 0.86 1.19 -0.34  C1 1.183
4 P -1.55 1.16 0.48  N2 1.566, H7 1.466
5 P 0.38 -1.19 0.82  C1 1.845, N2 2.150, H8 1.395
6 Cl 3.01 -0.15 -0.40  C1 1.762
7 H -2.72 1.21 -0.41  P4 1.466
8 H 0.15 -2.03 -0.27  P5 1.395

Calculated values
LUMO   -0.261 eV
Energy relative to the best compared isomer or geometry (same formula, charge and spin)   2.023 eV
Total energy   -35704.0032 eV
SMILES   [H]/P=N/PC(=O)Cl
Orbital gap   8.65 eV

***

The following is a DFT calculation (wB97M-V/def2-TZVPD) of 6 unconnected molecules or ions with the total composition C36H64BF2I2N4O18 in a non-equilibrium geometry.

Each atom is followed by the atoms it is bonded to, with distances in Å.
Geometry (Å):
1 C -3.10 -4.23 1.06  C2 1.586, H29 1.128, H30 1.117, H31 1.127
2 C -3.29 -3.84 -0.46  C1 1.586, I3 2.140, C4 1.372
3 I -1.49 -3.70 -1.62  C2 2.140
4 C -4.55 -3.63 -0.96  C2 1.372, I5 2.142, O6 1.426
5 I -6.19 -3.91 0.39  C4 2.142
6 O -4.64 -3.28 -2.34  C4 1.426, C7 1.390
7 C -5.82 -2.62 -2.67  O6 1.390, O8 1.200, C9 1.582
8 O -6.86 -3.21 -2.79  C7 1.200
9 C -5.92 -1.07 -2.97  C7 1.582, C10 1.483, C25 1.496
10 C -5.11 -0.42 -4.03  C9 1.483, C11 1.556, C17 1.492
11 C -4.06 -1.17 -4.90  C10 1.556, C12 1.592, H32 1.132, H33 1.130
12 C -2.58 -1.08 -4.33  C11 1.592, C13 1.578, H34 1.130, H35 1.130
13 C -2.22 0.31 -3.68  C12 1.578, C14 1.590, H36 1.130, H37 1.123
14 C -0.77 0.36 -3.03  C13 1.590, C15 1.578, H38 1.130, H39 1.129
15 C -0.77 -0.13 -1.53  C14 1.578, N16 1.490, H40 1.131, H41 1.129
16 N -0.63 0.96 -0.53  C15 1.490, H42 1.026, H43 1.029
17 C -5.29 1.04 -4.31  C10 1.492, N18 1.424, N19 1.383
18 N -4.56 1.71 -5.34  C17 1.424, H44 1.032, H45 1.031
19 N -6.18 1.79 -3.58  C17 1.383, F20 1.349, C21 1.405
20 F -6.35 3.11 -3.82  N19 1.349
21 C -6.98 1.25 -2.56  N19 1.405, B22 1.630, C25 1.472
22 B -7.99 2.26 -1.79  C21 1.630, N23 1.493, O24 1.417
23 N -9.42 1.92 -1.49  B22 1.493, H46 1.030, H47 1.034
24 O -7.55 3.53 -1.32  B22 1.417, H48 0.974
25 C -6.88 -0.19 -2.24  C9 1.496, C21 1.472, C26 1.556
26 C -7.84 -0.72 -1.14  C25 1.556, C27 1.596, H49 1.129, H50 1.121
27 C -9.29 -1.10 -1.70  C26 1.596, F28 1.424, H51 1.128, H52 1.116
28 F -10.15 -1.20 -0.57  C27 1.424
29 H -3.43 -3.32 1.64  C1 1.128
30 H -3.67 -5.15 1.34  C1 1.117
31 H -2.00 -4.35 1.29  C1 1.127
32 H -4.05 -0.81 -5.97  C11 1.132
33 H -4.42 -2.24 -4.97  C11 1.130
34 H -1.81 -1.27 -5.13  C12 1.130
35 H -2.47 -1.93 -3.60  C12 1.130
36 H -2.21 1.07 -4.51  C13 1.130
37 H -2.94 0.62 -2.87  C13 1.123
38 H -0.39 1.42 -3.11  C14 1.130
39 H -0.04 -0.26 -3.63  C14 1.129
40 H -1.76 -0.65 -1.36  C15 1.131
41 H 0.03 -0.90 -1.36  C15 1.129
42 H 0.35 0.94 -0.20  N16 1.026
43 H -1.16 0.64 0.29  N16 1.029
44 H -5.11 2.51 -5.69  N18 1.032
45 H -4.51 1.09 -6.17  N18 1.031
46 H -9.95 2.80 -1.51  N23 1.030
47 H -9.46 1.63 -0.50  N23 1.034
48 H -7.99 3.67 -0.47  O24 0.974
49 H -7.91 -0.05 -0.24  C26 1.129
50 H -7.41 -1.68 -0.77  C26 1.121
51 H -9.21 -2.12 -2.18  C27 1.128
52 H -9.70 -0.34 -2.41  C27 1.116
53 C 2.44 1.51 -8.20  C54 1.516, H60 1.092, H61 1.091, H62 1.091
54 C 2.00 2.93 -7.88  C53 1.516, O55 1.437, H63 1.090, H64 1.092
55 O 0.71 3.21 -8.44  C54 1.437, C56 1.332
56 C -0.33 2.70 -7.77  O55 1.332, O57 1.206, O58 1.344
57 O -0.28 2.05 -6.75  C56 1.206
58 O -1.45 3.02 -8.43  C56 1.344, C59 1.421
59 C -2.62 2.45 -7.87  O58 1.421, H65 1.091, H66 1.093, H67 1.090
60 H 2.39 1.32 -9.27  C53 1.092
61 H 3.46 1.34 -7.85  C53 1.091
62 H 1.79 0.78 -7.72  C53 1.091
63 H 2.70 3.63 -8.34  C54 1.090
64 H 2.01 3.12 -6.81  C54 1.092
65 H -2.71 2.69 -6.81  C59 1.091
66 H -2.62 1.37 -8.02  C59 1.093
67 H -3.48 2.87 -8.39  C59 1.090
68 C -0.47 0.48 6.47  C69 1.516, H75 1.092, H76 1.091, H77 1.091
69 C -0.56 -0.56 5.38  C68 1.516, O70 1.436, H78 1.091, H79 1.092
70 O -0.15 -0.02 4.11  C69 1.436, C71 1.336
71 C 1.16 0.11 3.93  O70 1.336, O72 1.205, O73 1.339
72 O 2.02 -0.19 4.72  C71 1.205
73 O 1.37 0.66 2.73  C71 1.339, C74 1.429
74 C 2.74 0.95 2.45  O73 1.429, H80 1.091, H81 1.090, H82 1.089
75 H -1.03 1.38 6.20  C68 1.092
76 H -0.86 0.09 7.41  C68 1.091
77 H 0.56 0.80 6.64  C68 1.091
78 H -1.59 -0.88 5.26  C69 1.091
79 H 0.03 -1.45 5.62  C69 1.092
80 H 3.37 0.06 2.59  C74 1.091
81 H 3.09 1.77 3.08  C74 1.090
82 H 2.81 1.26 1.41  C74 1.089
83 C 4.51 -0.36 6.35  C84 1.515, H90 1.093, H91 1.094, H92 1.092
84 C 5.83 -0.87 5.80  C83 1.515, O85 1.435, H93 1.091, H94 1.093
85 O 6.88 -0.76 6.77  C84 1.435, C86 1.335
86 C 6.88 -1.70 7.72  O85 1.335, O87 1.207, O88 1.338
87 O 6.09 -2.61 7.82  C86 1.207
88 O 7.89 -1.44 8.56  C86 1.338, C89 1.428
89 C 7.94 -2.32 9.69  O88 1.428, H95 1.091, H96 1.091, H97 1.089
90 H 4.63 0.66 6.74  C83 1.093
91 H 3.74 -0.36 5.58  C83 1.094
92 H 4.16 -0.98 7.18  C83 1.092
93 H 6.13 -0.24 4.95  C84 1.091
94 H 5.75 -1.89 5.43  C84 1.093
95 H 7.95 -3.36 9.38  C89 1.091
96 H 7.10 -2.12 10.35  C89 1.091
97 H 8.86 -2.11 10.23  C89 1.089
98 C 5.24 -5.63 8.40  C99 1.514, H105 1.092, H106 1.091, H107 1.092
99 C 4.89 -5.14 9.79  C98 1.514, O100 1.435, H108 1.091, H109 1.092
100 O 4.10 -6.10 10.51  C99 1.435, C101 1.336
101 C 4.77 -7.15 11.00  O100 1.336, O102 1.205, O103 1.341
102 O 5.96 -7.34 10.91  C101 1.205
103 O 3.90 -7.96 11.60  C101 1.341, C104 1.427
104 C 4.47 -9.17 12.09  O103 1.427, H110 1.090, H111 1.091, H112 1.089
105 H 4.33 -5.92 7.86  C98 1.092
106 H 5.76 -4.86 7.84  C98 1.091
107 H 5.88 -6.52 8.44  C98 1.092
108 H 4.29 -4.24 9.72  C99 1.091
109 H 5.79 -4.88 10.36  C99 1.092
110 H 5.32 -8.97 12.74  C104 1.090
111 H 4.77 -9.81 11.26  C104 1.091
112 H 3.71 -9.69 12.67  C104 1.089
113 C 6.47 7.77 -6.12  C114 1.516, H120 1.092, H121 1.091, H122 1.091
114 C 5.21 8.27 -5.45  C113 1.516, O115 1.434, H123 1.090, H124 1.092
115 O 4.14 8.42 -6.40  C114 1.434, C116 1.335
116 C 3.54 7.29 -6.78  O115 1.335, O117 1.206, O118 1.340
117 O 3.81 6.18 -6.40  C116 1.206
118 O 2.61 7.60 -7.69  C116 1.340, C119 1.425
119 C 1.96 6.46 -8.25  O118 1.425, H125 1.091, H126 1.091, H127 1.089
120 H 6.74 8.42 -6.96  C113 1.092
121 H 7.30 7.75 -5.41  C113 1.091
122 H 6.34 6.77 -6.53  C113 1.091
123 H 5.38 9.25 -5.02  C114 1.090
124 H 4.90 7.61 -4.63  C114 1.092
125 H 1.55 5.81 -7.48  C119 1.091
126 H 2.65 5.92 -8.89  C119 1.091
127 H 1.13 6.82 -8.87  C119 1.089

Calculated values
LUMO   -4.533 eV
Energy relative to the best compared isomer or geometry (same formula, charge and spin)   0.000 eV
Total energy   -103489.3002 eV
Net charge   +1
Orbital gap   6.59 eV

***

The following is a DFT calculation (wB97M-V/def2-TZVPD) of a gas-phase ion, C7H14BFNO4S (charge +1) in a non-equilibrium geometry.

Each atom is followed by the atoms it is bonded to, with distances in Å.
Geometry (Å):
1 C 2.97 -0.86 0.51  C2 1.518, H16 1.087, H17 1.085, H18 1.089
2 C 3.12 0.47 -0.21  C1 1.518, O3 1.442, H19 1.088, H20 1.086
3 O 2.20 1.43 0.34  C2 1.442, B4 1.350
4 B 1.22 1.91 -0.46  O3 1.350, O5 1.365, C6 1.617
5 O 1.54 2.60 -1.59  B4 1.365, H21 0.959
6 C -0.35 1.66 -0.14  B4 1.617, C7 1.552, C14 1.519, H22 1.088
7 C -0.68 0.21 -0.59  C6 1.552, N8 1.481, H23 1.084, H24 1.088
8 N -1.84 -0.11 0.27  C7 1.481, S9 1.775, C13 1.273
9 S -2.95 -1.44 -0.15  N8 1.775, C10 1.760, O11 1.419, O12 1.416
10 C -1.80 -2.74 -0.47  S9 1.760, H25 1.083, H26 1.087, H27 1.086
11 O -3.67 -1.69 1.04  S9 1.419
12 O -3.61 -1.01 -1.33  S9 1.416
13 C -1.96 0.65 1.28  N8 1.273, C14 1.517, H28 1.081
14 C -0.76 1.58 1.32  C6 1.519, C13 1.517, F15 1.388, H29 1.082
15 F 0.12 0.80 2.05  C14 1.388
16 H 2.65 -0.67 1.52  C1 1.087
17 H 3.93 -1.37 0.57  C1 1.085
18 H 2.26 -1.53 0.03  C1 1.089
19 H 3.00 0.38 -1.29  C2 1.088
20 H 4.12 0.85 -0.03  C2 1.086
21 H 0.83 2.61 -2.24  O5 0.959
22 H -1.02 2.37 -0.61  C6 1.088
23 H 0.12 -0.51 -0.49  C7 1.084
24 H -1.03 0.23 -1.62  C7 1.088
25 H -2.38 -3.65 -0.50  C10 1.083
26 H -1.06 -2.74 0.32  C10 1.087
27 H -1.30 -2.52 -1.41  C10 1.086
28 H -2.79 0.58 1.97  C13 1.081
29 H -0.87 2.50 1.89  C14 1.082

Calculated values
LUMO   -5.133 eV
Total energy   -31389.2663 eV
Net charge   +1
SMILES   CCOB(O)[C@H]1C[N+](S(C)(=O)=O)=C[C@H]1F
Orbital gap   8.75 eV

***

The following is a DFT calculation (wB97M-V/def2-TZVPD) of 2 unconnected molecules or ions with the total composition C20H30BBrNO in a non-equilibrium geometry.

Each atom is followed by the atoms it is bonded to, with distances in Å.
Geometry (Å):
1 C 6.17 -1.60 2.62  O2 1.444, H16 1.090, H17 1.102, H18 1.101
2 O 5.68 -0.25 2.45  C1 1.444, C3 1.358
3 C 4.34 -0.04 2.54  O2 1.358, C4 1.414, C15 1.408
4 C 3.93 1.31 2.56  C3 1.414, C5 1.375, H19 1.085
5 C 2.59 1.61 2.48  C4 1.375, C6 1.399, H20 1.089
6 C 1.61 0.64 2.27  C5 1.399, C7 1.529, C14 1.406
7 C 0.18 1.14 2.06  C6 1.529, C8 1.509, H21 1.100, H38 1.081
8 C -0.99 0.44 2.71  C7 1.509, C9 1.403, C13 1.401
9 C -2.25 1.05 2.60  C8 1.403, C10 1.400, H22 1.096
10 C -3.42 0.32 2.82  C9 1.400, C11 1.395, H23 1.092
11 C -3.34 -1.04 3.10  C10 1.395, C12 1.404, H24 1.087
12 C -2.08 -1.61 3.36  C11 1.404, C13 1.391, H25 1.094
13 C -0.93 -0.82 3.32  C8 1.401, C12 1.391, H26 1.085
14 C 2.03 -0.70 2.22  C6 1.406, C15 1.403, H27 1.087
15 C 3.37 -1.05 2.47  C3 1.408, C14 1.403, H28 1.096
16 H 7.25 -1.49 2.55  C1 1.090
17 H 5.90 -1.99 3.61  C1 1.102
18 H 5.80 -2.26 1.81  C1 1.101
19 H 4.68 2.09 2.64  C4 1.085
20 H 2.28 2.65 2.57  C5 1.089
21 H 0.15 2.22 2.29  C7 1.100
22 H -2.33 2.11 2.30  C9 1.096
23 H -4.40 0.80 2.75  C10 1.092
24 H -4.22 -1.67 3.00  C11 1.087
25 H -2.01 -2.67 3.60  C12 1.094
26 H 0.01 -1.23 3.67  C13 1.085
27 H 1.34 -1.51 2.02  C14 1.087
28 H 3.68 -2.09 2.60  C15 1.096
29 C -2.18 2.31 -3.51  C30 1.498, H39 1.093, H40 1.094, H41 1.092
30 C -0.98 1.65 -2.91  C29 1.498, N31 1.530, H42 1.089, H43 1.094
31 N -1.05 0.13 -3.06  C30 1.530, C32 1.540, C34 1.542, B36 1.524
32 C -2.35 -0.34 -2.38  N31 1.540, C33 1.510, H44 1.097, H45 1.088
33 C -2.32 0.03 -0.91  C32 1.510, H46 1.088, H47 1.086, H48 1.094
34 C -1.05 -0.27 -4.55  N31 1.542, C35 1.508, H49 1.091, H50 1.095
35 C -1.02 -1.78 -4.67  C34 1.508, H51 1.088, H52 1.089, H53 1.088
36 B 0.18 -0.49 -2.42  N31 1.524, Br37 1.916, H54 1.183
37 Br 1.93 0.25 -2.69  B36 1.916
38 H -0.04 1.10 1.00  C7 1.081
39 H -2.04 3.39 -3.44  C29 1.093
40 H -2.34 2.05 -4.56  C29 1.094
41 H -3.10 2.05 -2.96  C29 1.092
42 H -0.04 1.99 -3.36  C30 1.089
43 H -0.94 1.86 -1.83  C30 1.094
44 H -3.18 0.10 -2.94  C32 1.097
45 H -2.37 -1.42 -2.52  C32 1.088
46 H -3.12 -0.48 -0.39  C33 1.088
47 H -1.39 -0.25 -0.43  C33 1.086
48 H -2.46 1.11 -0.75  C33 1.094
49 H -1.94 0.18 -5.01  C34 1.091
50 H -0.18 0.20 -5.01  C34 1.095
51 H -1.12 -2.03 -5.72  C35 1.088
52 H -0.09 -2.21 -4.30  C35 1.089
53 H -1.85 -2.22 -4.13  C35 1.088
54 H 0.00 -1.29 -1.56  B36 1.183

Calculated values
LUMO   -4.051 eV
Energy relative to the best compared isomer or geometry (same formula, charge and spin)   0.000 eV
Total energy   -95476.9236 eV
Net charge   +1
Orbital gap   6.20 eV